No. 1
{
  "formula": "CH3Br2ClP",
  "method": "ωB97M-V/def2-TZVPD",
  "species": ["C", "P", "Cl", "Br", "Br", "H", "H", "H"],
  "positions_angstrom": [[0.38170, 0.17395, 0.28183], [2.15679, -0.03956, 0.19015], [2.67787, -0.40497, 2.71023], [2.99579, -1.68197, -0.90878], [2.94744, 1.86370, -0.54606], [0.20682, 1.05297, 0.88352], [-0.15532, -0.61825, 0.84903], [-0.00435, 0.24106, -0.74389]],
  "atomic_forces_ev_per_a": [[-0.602, -1.178, 0.129], [1.082, 0.301, 2.892], [-0.601, 0.581, -3.771], [-0.510, 0.677, 0.579], [-0.260, -1.263, 0.600], [0.158, 0.671, -0.119], [0.719, 0.029, -0.555], [0.014, 0.182, 0.245]],
  "lowdin_charge": [-0.327, -0.002, 0.083, 0.520, 0.498, 0.060, 0.090, 0.078],
  "charge": 1,
  "lumo_ev": -7.507,
  "e_above_lowest_kj_mol": 162.2,
  "homo_energy_ha": -0.578,
  "orbital_gap_ev": 8.21
}

No. 2
{
  "formula": "CH3Br2ClSi",
  "method": "ωB97M-V/def2-TZVPD",
  "species": ["C", "Si", "Cl", "Br", "Br", "H", "H", "H"],
  "positions_angstrom": [[-1.26267, -0.36791, 0.67083], [-0.24243, -0.92368, -0.63826], [2.18797, 2.23298, 0.00542], [1.88707, -1.49842, -0.56418], [-0.82162, -0.91656, -2.77223], [-0.95498, -0.45799, 1.70160], [1.52053, 2.12184, 1.09023], [-2.31386, -0.19024, 0.50659]],
  "atomic_forces_ev_per_a": [[-1.308, 1.781, 2.069], [1.157, -3.827, -2.422], [-0.055, 0.026, -0.023], [0.328, 0.774, 0.351], [-0.150, 0.917, -0.023], [0.084, 0.123, 0.068], [0.014, 0.024, 0.039], [-0.070, 0.182, -0.059]],
  "lowdin_charge": [-0.204, -0.313, 0.269, 0.232, 0.246, 0.008, -0.247, 0.009],
  "charge": 0,
  "lumo_ev": [-0.041, -2.405],
  "s_squared": 2.00,
  "multiplicity": 3,
  "homo_energy_ha": [-0.205, -0.387],
  "orbital_gap_ev": [5.53, 8.13]
}

No. 3
{
  "formula": "CH3Br2N",
  "method": "ωB97M-V/def2-TZVPD",
  "species": ["C", "N", "Br", "Br", "H", "H", "H"],
  "positions_angstrom": [[0.34453, -0.13587, 0.06656], [1.87822, 0.05365, 0.68114], [2.61273, -1.56884, 0.23634], [2.70917, 1.51710, -0.31303], [-0.41018, 0.61094, 0.45218], [0.28107, 0.13440, -0.91276], [-0.10062, -1.08997, 0.33425]],
  "atomic_forces_ev_per_a": [[0.252, 1.644, 3.728], [-3.551, 0.728, -1.187], [1.022, -0.925, -0.261], [-0.455, -0.749, 0.378], [1.366, -0.308, 0.625], [0.624, -0.153, -3.130], [0.741, -0.236, -0.155]],
  "lowdin_charge": [-0.244, -0.980, 0.596, 0.508, 0.082, -0.005, 0.043],
  "charge": 0,
  "lumo_ev": -0.580,
  "e_above_lowest_kj_mol": 137.2,
  "homo_energy_ha": -0.352,
  "orbital_gap_ev": 9.00
}

no.,largest force on an atom (eV/A),M (g/mol)
1,3.862,241.27
2,4.675,238.38
3,4.082,188.85